{"formula": "C30H77N5O11", "method": "wB97M-V/def2-TZVPD", "gap_ev": 9.025, "relative_energy_kcal_mol": 22.8, "max_force_ev_per_a": 2.2, "symbols": ["C", "O", "C", "C", "N", "C", "C", "O", "C", "H", "H", "H", "H", "H", "H", "H", "H", "H", "H", "H", "H", "H", "H", "H", "C", "O", "C", "C", "N", "C", "C", "O", "C", "H", "H", "H", "H", "H", "H", "H", "H", "H", "H", "H", "H", "H", "H", "H", "C", "O", "C", "C", "N", "C", "C", "O", "C", "H", "H", "H", "H", "H", "H", "H", "H", "H", "H", "H", "H", "H", "H", "H", "C", "O", "C", "C", "N", "C", "C", "O", "C", "H", "H", "H", "H", "H", "H", "H", "H", "H", "H", "H", "H", "H", "H", "H", "C", "O", "C", "C", "N", "C", "C", "O", "C", "H", "H", "H", "H", "H", "H", "H", "H", "H", "H", "H", "H", "H", "H", "H", "O", "H", "H"], "positions_angstrom": [[-3.833267, -0.332313, 2.587519], [-4.070594, -0.860932, 1.301823], [-2.930772, -0.998754, 0.478747], [-3.445736, -1.658767, -0.797551], [-4.402954, -0.782703, -1.477063], [-4.997350, -1.490315, -2.609052], [-5.602208, -0.474771, -3.562874], [-6.087268, -1.144949, -4.706696], [-6.838266, -0.283984, -5.522896], [-3.059102, -0.905410, 3.110978], [-4.752306, -0.497928, 3.150500], [-3.591519, 0.732853, 2.547064], [-2.190292, -1.667734, 0.925784], [-2.481697, -0.025409, 0.256697], [-3.882338, -2.635804, -0.566048], [-2.556004, -1.831477, -1.412908], [-5.057117, -0.441536, -0.785222], [-5.851393, -2.105233, -2.303247], [-4.221570, -2.048968, -3.126759], [-4.867983, 0.276328, -3.887685], [-6.392503, 0.091806, -3.050875], [-7.790553, 0.016022, -5.070482], [-7.123372, -0.760664, -6.459509], [-6.241074, 0.607258, -5.739593], [-3.121324, 5.231478, -0.565373], [-3.723199, 3.978500, -0.787201], [-3.054299, 2.917609, -0.152278], [-1.907031, 2.303496, -0.959285], [-2.448832, 1.623761, -2.142818], [-1.409796, 0.828640, -2.791469], [-0.330273, 1.618848, -3.487227], [0.689716, 1.941282, -2.560949], [1.710063, 2.722136, -3.129407], [-3.574226, 5.985659, -1.201392], [-2.040105, 5.196023, -0.732349], [-3.269240, 5.523254, 0.482361], [-3.818845, 2.138620, -0.030769], [-2.842125, 3.178579, 0.893952], [-1.389311, 1.608072, -0.282545], [-1.163424, 3.033994, -1.278328], [-3.157267, 0.980309, -1.784479], [-1.885418, 0.183872, -3.538962], [-1.004624, 0.101716, -2.068970], [-0.707831, 2.481763, -4.042849], [0.097886, 0.932463, -4.235275], [2.269871, 2.129349, -3.864679], [2.397921, 3.096932, -2.374665], [1.279272, 3.595265, -3.636277], [3.180624, 0.460221, -0.880551], [3.144068, -0.787608, -1.541155], [3.284908, -0.683505, -2.940695], [1.909693, -0.475035, -3.566405], [1.163388, -1.740193, -3.534396], [-0.210713, -1.485631, -3.998898], [-1.052679, -2.732486, -3.796729], [-1.091204, -3.009170, -2.412060], [-2.183080, -3.768943, -1.988473], [2.194532, 0.938204, -0.900513], [3.930960, 1.131057, -1.307258], [3.400934, 0.282787, 0.174622], [3.692865, -1.620264, -3.321729], [3.992390, 0.091270, -3.254208], [1.987345, -0.126575, -4.603980], [1.365640, 0.348846, -3.081569], [1.062107, -1.945182, -2.539678], [-0.188728, -1.206482, -5.054460], [-0.671892, -0.651399, -3.455144], [-0.657359, -3.589468, -4.352358], [-2.077271, -2.549458, -4.149077], [-3.151653, -3.363163, -2.294756], [-2.197380, -3.797738, -0.894773], [-2.061397, -4.824998, -2.260094], [0.346625, -1.864967, 0.096156], [0.097364, -0.858608, 1.086499], [1.023135, -0.918652, 2.141346], [0.792172, 0.255510, 3.113506], [1.348191, 1.543240, 2.699871], [0.600947, 2.206227, 1.615731], [1.281767, 3.517906, 1.243226], [2.386692, 3.282780, 0.395648], [3.364286, 4.309331, 0.469617], [1.391039, -1.807638, -0.223941], [-0.291227, -1.631633, -0.752766], [0.221634, -2.860184, 0.528103], [2.050888, -0.875067, 1.759399], [0.976726, -1.864148, 2.702040], [1.222858, -0.045817, 4.073139], [-0.273815, 0.349758, 3.334447], [2.279998, 1.411886, 2.314321], [-0.361025, 2.530205, 2.035029], [0.413074, 1.547353, 0.768331], [1.471055, 4.088789, 2.160314], [0.568823, 4.131634, 0.666639], [3.764003, 4.357212, 1.483856], [2.963189, 5.300762, 0.224425], [4.091406, 4.080297, -0.307192], [1.014789, -1.090665, 6.964214], [2.170046, -1.571755, 6.322974], [2.129027, -2.839337, 5.762502], [3.438951, -3.172466, 5.060939], [3.700618, -2.236417, 3.941933], [5.057434, -1.712162, 3.942630], [5.203001, -0.680012, 2.822543], [4.478168, 0.468358, 3.169566], [4.877160, 1.636368, 2.501556], [0.533785, -1.861600, 7.578626], [0.300179, -0.781425, 6.190702], [1.293841, -0.257338, 7.602023], [1.343430, -2.891206, 4.988602], [1.972114, -3.619641, 6.520925], [3.325508, -4.190867, 4.686675], [4.260360, -3.095772, 5.777146], [3.075610, -1.441119, 4.068097], [5.707606, -2.572050, 3.770496], [5.346418, -1.160053, 4.847981], [4.849149, -1.129586, 1.887178], [6.271386, -0.453379, 2.719466], [5.884635, 1.915895, 2.830605], [4.195847, 2.442808, 2.760772], [4.904011, 1.545831, 1.411100], [3.002804, -3.339411, 1.361989], [2.803108, -4.248983, 1.605613], [3.034791, -2.853514, 2.220323]], "atomic_forces_ev_per_a": [[-0.2, -0.5, 0.0], [-0.2, 0.1, 0.3], [-0.8, -0.7, -0.5], [0.3, 1.4, 0.6], [1.0, -0.6, -0.1], [-1.0, 1.4, 0.1], [0.4, 0.3, -0.4], [-0.4, -0.4, 0.1], [-0.1, 0.3, -0.2], [0.2, 0.2, -0.1], [0.0, 0.3, 0.0], [0.1, 0.0, 0.1], [0.1, 0.2, 0.2], [0.1, -0.1, 0.1], [-0.1, 0.1, 0.3], [-0.5, 0.6, 0.0], [-0.4, -0.2, -0.2], [0.4, -0.6, 0.0], [-0.2, -0.1, 0.0], [0.2, -0.1, 0.2], [-0.2, -0.1, 0.0], [0.1, 0.1, 0.3], [0.4, -0.3, 0.0], [-0.2, 0.1, -0.1], [0.2, -0.2, 0.6], [-0.1, 0.3, -0.4], [-0.6, -0.5, 0.0], [-0.4, 0.3, 0.2], [0.4, 0.3, 0.5], [-1.8, 0.7, 0.6], [0.2, -0.7, -0.3], [-0.4, 1.0, 0.6], [0.0, 0.3, -0.6], [-0.1, -0.1, -0.2], [0.0, 0.1, -0.2], [0.0, 0.1, 0.0], [0.0, -0.1, -0.2], [0.7, 0.2, -0.1], [0.1, 0.0, -0.1], [0.0, 0.2, 0.1], [-0.1, -0.1, -0.4], [-0.6, 0.7, 0.0], [0.5, 0.4, 0.2], [-0.2, 0.2, 0.4], [-0.1, 0.5, -0.1], [0.0, 0.1, 0.0], [-0.2, -0.3, 0.3], [0.1, -0.1, -0.1], [-0.7, -0.1, 0.3], [0.9, 0.0, 0.1], [-0.7, -0.1, -0.6], [0.3, 0.0, -0.4], [-0.4, 0.6, 0.2], [0.4, -0.7, 0.2], [-0.3, 0.2, -0.4], [0.1, 0.3, 0.2], [0.2, -1.7, 0.3], [0.2, 0.2, -0.2], [0.1, 0.0, 0.0], [0.2, -0.1, -0.1], [0.0, -0.2, 0.2], [0.0, 0.3, 0.3], [0.3, -0.4, -0.2], [0.8, -1.0, 0.3], [0.2, -0.3, -0.1], [0.0, -0.2, -0.2], [0.9, -1.8, -0.8], [0.1, 0.0, 0.0], [0.0, 0.0, -0.1], [0.4, -0.6, -0.4], [0.2, 0.2, -0.1], [-0.1, 0.1, -0.5], [0.6, 0.7, 0.4], [0.1, -0.3, -0.1], [0.0, 0.6, 0.5], [0.4, -0.5, -0.2], [-0.2, 0.1, -0.5], [-0.1, 0.5, 1.0], [-1.2, -0.2, -0.8], [0.6, 0.2, 0.5], [-0.6, -0.1, -0.3], [0.0, 0.0, -0.1], [-0.2, -0.4, 0.2], [-0.4, -0.1, -0.2], [0.1, 0.1, -0.1], [-0.3, -0.1, -0.1], [0.3, 0.2, 0.0], [-0.1, 0.2, -0.3], [0.1, -0.3, 0.4], [-0.1, -0.3, -0.1], [0.1, 0.2, -0.2], [0.6, -0.2, 0.0], [-0.1, -0.1, 0.1], [0.4, 0.0, -0.1], [-0.2, -0.1, 0.0], [0.3, -0.1, 0.3], [-0.4, -0.6, -0.5], [1.1, 0.7, 0.4], [-0.1, -0.7, -0.5], [-0.2, 0.9, -0.1], [-0.7, 0.2, 0.7], [-0.1, 0.5, -0.8], [0.6, -0.9, 0.0], [-0.7, 0.0, 0.1], [0.6, 0.2, 0.0], [0.1, 0.0, 0.0], [-0.1, 0.2, 0.3], [0.0, 0.1, -0.1], [-0.2, -0.1, 0.3], [-0.3, 0.1, 0.0], [0.3, -0.1, 0.0], [0.0, -0.3, 0.1], [0.1, 0.0, 0.1], [0.3, 0.3, 0.0], [-0.1, -0.5, 0.3], [0.0, 0.2, -0.1], [0.0, 0.1, -0.1], [0.0, 0.1, 0.0], [-0.1, -0.1, 0.1], [-0.1, -0.2, 0.0], [-0.2, 0.1, 0.3], [0.0, 0.0, 0.0], [0.4, -0.4, -0.3]], "mulliken_charge": [-0.6845, -0.4804, 0.4597, 0.6282, -0.2322, -0.4330, -0.5484, -0.3418, -0.7403, 0.2587, 0.3238, 0.1941, 0.4836, -0.5346, 1.1063, -1.4235, 0.3174, 0.1931, -0.0458, 0.2805, 0.4440, 0.2816, 0.2603, 0.3137, -0.6542, -0.4199, -1.1087, 1.3450, -0.4303, 0.6782, -2.4056, 0.4835, -0.8299, 0.2624, 0.2161, 0.3230, 0.0983, 0.4335, -1.1712, 0.8098, 0.3171, 1.3278, -0.4907, 0.6433, 0.5930, 0.3580, -0.1363, 0.4272, 0.5017, -0.3157, -1.1080, 0.9754, -0.4360, 0.1574, -0.7620, -0.1367, -1.2218, -0.2769, 0.5972, -0.7780, 0.3672, 0.4061, 0.5551, -0.7916, 0.2328, 0.5105, -0.8215, 0.4469, 0.3551, 0.5651, 0.2535, 0.4130, 0.0083, 0.2512, 0.0564, -1.6202, -0.0257, 0.7671, -1.3581, 0.1892, -1.1293, 0.3369, -0.9926, 0.3126, -0.1964, 0.6517, 0.3570, 0.4544, -0.0105, 0.4553, -0.7499, 0.4534, 0.4202, 0.3420, 0.3602, 0.2461, -0.6827, -0.3086, -0.4649, -0.7021, 0.3189, -0.9767, -0.3707, -0.3004, -0.9402, 0.3093, 0.2220, 0.2365, 0.2417, 0.4879, 0.3171, 0.3638, -0.2515, 0.4733, 0.4091, 0.0734, 0.5742, 0.4571, 0.2183, 0.3371, -0.6069, 0.2610, 0.2864]}